Entry 1:
The following is a quantum chemistry calculation of C18H20ClN3O4S2 in the gas phase in a non-equilibrium geometry, from OMol25.

Summary:
Net charge: 0
Orbital gap in eV: 8.07
Highest occupied orbital energy in Ha: -0.2916
SMILES string: COc1ccc2c(c1OC)N(C)[C@H]1N3C(=O)[C@@]4(C)SS[C@]3(C[C@@]21Cl)C(=O)N4C
Energy relative to the best compared isomer or geometry (same formula, charge and spin) in kcal per mole: 21.4

Cartesian coordinates (Å):
1 C 5.2554 3.2937 0.0599
2 O 4.9498 2.3891 -0.9749
3 C 3.9473 1.5186 -0.5588
4 C 4.1830 0.1012 -0.3300
5 C 3.2574 -0.8720 0.0090
6 C 1.8597 -0.2934 0.1388
7 C 1.5337 1.0194 -0.1460
8 C 2.5368 1.8715 -0.5358
9 O 2.2630 3.1345 -1.0342
10 C 2.1260 3.2597 -2.4841
11 N 0.1371 1.1192 0.0977
12 C -0.5976 2.4050 -0.0579
13 C -0.4467 -0.0281 0.7511
14 N -1.6503 -0.6232 0.0199
15 C -2.9858 -0.3722 0.3621
16 O -3.3396 0.7210 0.8202
17 C -3.9728 -1.6241 0.2199
18 C -5.3882 -1.5022 0.6703
19 S -3.9577 -2.2112 -1.5187
20 S -2.0676 -1.7995 -2.3111
21 C -1.3298 -1.9584 -0.6061
22 C 0.2424 -1.9847 -0.6641
23 C 0.6548 -1.0592 0.4867
24 Cl 0.9906 -2.0309 1.9711
25 C -1.9182 -3.0707 0.3417
26 O -1.1296 -3.7919 0.9878
27 N -3.2328 -2.7281 0.8144
28 C -3.4514 -3.2223 2.1262
29 H 5.8184 4.1382 -0.2666
30 H 5.8267 2.8573 0.9065
31 H 4.3002 3.7416 0.4632
32 H 5.2444 -0.1174 -0.4454
33 H 3.5728 -1.9343 0.2663
34 H 2.9551 3.7850 -2.8150
35 H 1.9909 2.2912 -3.0111
36 H 1.2819 3.9476 -2.7370
37 H 0.1311 3.1576 0.1430
38 H -1.4850 2.5445 0.5721
39 H -0.9144 2.4715 -1.1579
40 H -0.6582 0.1400 1.8101
41 H -5.7847 -2.4671 0.7276
42 H -5.6014 -0.8419 1.5233
43 H -5.8534 -1.0223 -0.2053
44 H 0.5782 -2.9803 -0.5571
45 H 0.5381 -1.5484 -1.6645
46 H -4.4817 -3.3392 2.4243
47 H -2.9188 -4.0829 2.4678
48 H -3.0092 -2.4016 2.9004

Cartesian forces (eV/Å) of the 2 atoms listed first:
C -1.23 0.81 1.92
O -0.93 -1.09 0.36

Here are the Löwdin charges for atoms 1 to 5, given in e:
1. C -0.0906
2. O -0.0855
3. C -0.1770
4. C -0.0321
5. C 0.0098

***

Entry 2:
The following is a quantum chemistry calculation of C18H20FNOS in the gas phase, from OMol25.

Summary:
Net charge: 0
Orbital gap in eV: 9.24
Highest occupied orbital energy in Ha: -0.3125
SMILES string: O=C(CCSCc1cccc(F)c1)NCCc1ccccc1
Energy relative to the best compared isomer or geometry (same formula, charge and spin) in kcal per mole: 1.3

Cartesian coordinates (Å):
1 O 1.3703 2.4737 1.2599
2 C 0.9230 2.0335 0.2223
3 C 1.7976 1.4740 -0.8986
4 C 3.2723 1.7033 -0.5904
5 S 4.3632 0.3746 -1.1818
6 C 4.2602 -0.7863 0.2374
7 C 2.9036 -1.3975 0.3422
8 C 2.4682 -2.2902 -0.6338
9 C 1.1946 -2.8245 -0.5853
10 C 0.3304 -2.4820 0.4416
11 C 0.7774 -1.5989 1.4060
12 F -0.0559 -1.2592 2.4139
13 C 2.0440 -1.0469 1.3759
14 N -0.3947 1.9980 -0.0608
15 C -1.4117 2.4609 0.8562
16 C -2.2702 1.3138 1.3995
17 C -2.8645 0.4352 0.3302
18 C -2.9216 -0.9395 0.5284
19 C -3.4621 -1.7750 -0.4325
20 C -3.9541 -1.2480 -1.6142
21 C -3.9127 0.1199 -1.8190
22 C -3.3760 0.9544 -0.8537
23 H 1.5190 1.9434 -1.8436
24 H 1.5874 0.4052 -0.9851
25 H 3.6362 2.6149 -1.0618
26 H 3.4127 1.7920 0.4877
27 H 4.5309 -0.2317 1.1350
28 H 5.0203 -1.5375 0.0247
29 H 3.1362 -2.5485 -1.4420
30 H 0.8681 -3.5121 -1.3504
31 H -0.6673 -2.8853 0.4968
32 H 2.3392 -0.3478 2.1429
33 H -0.7149 1.5441 -0.9022
34 H -0.8879 2.9495 1.6803
35 H -2.0355 3.2039 0.3490
36 H -3.0757 1.7477 1.9989
37 H -1.6609 0.6986 2.0628
38 H -2.5439 -1.3527 1.4522
39 H -3.5024 -2.8411 -0.2597
40 H -4.3727 -1.8981 -2.3680
41 H -4.3033 0.5416 -2.7339
42 H -3.3670 2.0208 -1.0272

Cartesian forces (eV/Å) of the 2 atoms listed first:
O 0.18 0.15 0.46
C 0.03 -0.21 -0.69

Here are the Löwdin charges for atoms 1 to 5, given in e:
1. O 0.0556
2. C -0.4989
3. C -0.1575
4. C -0.4700
5. S 0.8587

***

Entry 3:
The following is a quantum chemistry calculation of a molecular structure, C18H20N2O2 in a non-equilibrium geometry, from OMol25.

Summary:
Net charge: 0
Orbital gap in eV: 7.84
Highest occupied orbital energy in Ha: -0.2928
Energy relative to the best compared isomer or geometry (same formula, charge and spin) in kcal per mole: 127.1

Cartesian coordinates (Å):
1 C 1.4006 -3.5525 3.2040
2 C 1.7922 -2.0997 3.3705
3 N 2.1427 -1.5192 2.0730
4 C 2.2794 -0.1774 2.0168
5 C 2.4992 0.5233 0.8597
6 C 3.3100 1.7374 0.7665
7 C 3.4311 2.3937 -0.5717
8 C 4.2490 3.5163 -0.6620
9 C 4.4857 4.0898 -1.9083
10 C 3.9340 3.5050 -3.0617
11 C 3.0674 2.4112 -2.9465
12 C 2.7311 1.9247 -1.6817
13 C 2.4763 -2.4160 0.9514
14 C 3.0655 -3.7370 1.4456
15 O 2.4148 -4.3313 2.5646
16 H 1.2781 -4.0283 4.1863
17 H 0.4577 -3.6113 2.6326
18 H 0.9541 -1.5251 3.7796
19 H 2.6404 -2.0177 4.0716
20 H 2.0992 0.3639 2.9592
21 H 2.0762 0.1337 -0.0772
22 H 4.3138 1.6289 1.2562
23 H 4.6538 3.9745 0.2460
24 H 5.1058 4.9855 -1.9679
25 H 4.2103 3.8735 -4.0473
26 H 2.6218 1.9249 -3.8182
27 H 1.9083 1.2090 -1.5567
28 H 1.5644 -2.6308 0.3665
29 H 3.2032 -1.9254 0.2979
30 H 3.0089 -4.4997 0.6527
31 H 4.1237 -3.6069 1.7306
32 O 2.7125 3.0646 1.8665
33 C 2.4924 4.3690 1.9860
34 C 1.5332 5.0893 1.2135
35 C 1.2996 6.4437 1.4888
36 N 1.8849 7.1640 2.4375
37 C 2.7876 6.5129 3.1784
38 C 3.1341 5.1593 3.0061
39 H 0.9388 4.5843 0.4557
40 H 0.5663 6.9984 0.9190
41 H 3.2660 7.0957 3.9628
42 H 3.8870 4.7109 3.6638

Cartesian forces (eV/Å) of the 2 atoms listed first:
C 0.09 -0.36 -0.18
C 0.18 -0.07 0.09

Here are the Löwdin charges for atoms 1 to 5, given in e:
1. C -0.1818
2. C -0.1336
3. N -0.1071
4. C -0.0698
5. C -0.0810

***

Entry 4:
The following is a quantum chemistry calculation of C18H20N2O3 in the gas phase in a non-equilibrium geometry, from OMol25.

Summary:
Net charge: 0
Orbital gap in eV: 8.78
Highest occupied orbital energy in Ha: -0.2963
SMILES string: Cc1ccc(NC(=O)C2CCN(C(=O)c3ccco3)CC2)cc1
Energy relative to the best compared isomer or geometry (same formula, charge and spin) in kcal per mole: 31.0

Cartesian coordinates (Å):
1 C 3.8332 -1.8143 -3.5655
2 C 2.5924 -1.6844 -2.7346
3 C 2.6524 -1.6155 -1.3503
4 C 1.5105 -1.4800 -0.5821
5 C 0.2689 -1.4007 -1.1994
6 N -0.9345 -1.2433 -0.4974
7 C -1.1089 -1.0148 0.8251
8 O -0.2273 -1.1036 1.6558
9 C -2.5537 -0.6940 1.2556
10 C -2.4781 0.1891 2.5091
11 C -2.2279 1.6509 2.0840
12 N -1.7293 1.7077 0.7304
13 C -0.4338 1.7180 0.3136
14 O -0.1632 1.6573 -0.8799
15 C 0.6695 1.7923 1.2781
16 C 1.9943 1.6272 0.9516
17 C 2.7141 1.6990 2.1600
18 C 1.7836 1.9034 3.1338
19 O 0.5513 1.9625 2.6149
20 C -2.7414 1.3279 -0.2345
21 C -3.4212 0.0185 0.2126
22 C 0.1969 -1.4724 -2.5882
23 C 1.3436 -1.6128 -3.3415
24 H 4.6917 -2.0623 -2.9466
25 H 3.7105 -2.5873 -4.3223
26 H 4.0402 -0.8753 -4.0792
27 H 3.6118 -1.6675 -0.8553
28 H 1.5805 -1.4247 0.4905
29 H -1.7381 -1.1481 -1.1001
30 H -3.0109 -1.6548 1.5195
31 H -1.6559 -0.1695 3.1287
32 H -3.4021 0.1193 3.0834
33 H -3.1698 2.2110 2.0922
34 H -1.5390 2.1424 2.7645
35 H 2.3734 1.4635 -0.0355
36 H 3.7727 1.6077 2.2893
37 H 1.8710 2.0200 4.1966
38 H -3.4786 2.1337 -0.3204
39 H -2.2359 1.2223 -1.1966
40 H -3.6386 -0.6179 -0.6473
41 H -4.3807 0.2397 0.6860
42 H -0.7645 -1.4078 -3.0799
43 H 1.2709 -1.6623 -4.4187

Cartesian forces (eV/Å) of the 2 atoms listed first:
C -0.04 0.06 -0.03
C 0.07 -0.02 0.03

Here are the Löwdin charges for atoms 1 to 5, given in e:
1. C -0.0571
2. C -0.2884
3. C -0.0388
4. C -0.0122
5. C -0.2200

***

Entry 5:
The following is a quantum chemistry calculation of C18H20N2O3S in the gas phase in a non-equilibrium geometry, from OMol25.

Summary:
Net charge: 0
Orbital gap in eV: 8.66
Highest occupied orbital energy in Ha: -0.2976
SMILES string: CCCOc1ccc(N2C(=O)C[C@H](NCc3cccs3)C2=O)cc1
Energy relative to the best compared isomer or geometry (same formula, charge and spin) in kcal per mole: 353.7

Cartesian coordinates (Å):
1 C -4.3530 -2.7947 0.2517
2 C -5.5918 -2.0880 0.0647
3 C -5.5124 -0.6349 -0.6744
4 O -4.9779 0.2327 0.1090
5 C -3.6775 0.3323 -0.1105
6 C -3.2633 1.3415 1.0247
7 C -1.9670 1.6533 1.1525
8 C -1.0312 1.2461 -0.0697
9 N 0.3903 1.3930 -0.0538
10 C 0.8314 2.9917 0.1067
11 O 0.0887 3.8252 0.1284
12 C 2.3672 2.8084 0.1889
13 C 2.6448 1.3444 0.1076
14 N 3.4632 0.9819 -1.2163
15 C 3.9571 -0.1270 -1.5561
16 C 4.7630 -0.6979 -0.3295
17 C 4.4553 -1.5262 0.5404
18 C 5.4999 -1.6551 1.6244
19 C 6.7337 -1.0186 1.0790
20 S 6.3987 -0.2107 -0.2599
21 C 1.3970 0.7256 0.0171
22 O 1.1977 -0.5693 -0.1758
23 C -1.5425 0.3493 -0.9792
24 C -2.7851 -0.0831 -0.8980
25 H -4.6642 -3.6653 0.9338
26 H -4.1034 -3.0518 -0.7926
27 H -3.7292 -2.3325 0.7363
28 H -6.5718 -2.5769 -0.3793
29 H -6.0607 -1.9847 1.2313
30 H -6.6896 -0.3251 -0.5265
31 H -5.2208 -0.7849 -1.6139
32 H -3.8710 1.8587 1.5139
33 H -1.4692 2.6916 1.7486
34 H 2.7618 3.3572 1.0378
35 H 2.6481 3.2992 -0.7653
36 H 3.2519 0.9496 0.8629
37 H 4.2121 1.6904 -1.2057
38 H 4.3607 -0.0977 -2.5099
39 H 2.8840 -0.9028 -1.3967
40 H 3.5292 -2.1031 0.8102
41 H 5.6656 -2.3243 2.3528
42 H 7.7189 -0.9600 1.2112
43 H -0.9217 -0.0093 -1.7118
44 H -3.2171 -0.5480 -1.6089

Cartesian forces (eV/Å) of the 2 atoms listed first:
C -6.53 -7.57 -4.81
C -5.63 2.75 2.20

Here are the Löwdin charges for atoms 1 to 5, given in e:
1. C -0.1270
2. C -0.2456
3. C -0.2588
4. O -0.0040
5. C -0.2244